C5H14N3 | the ωB97M-V functional and the def2-TZVPD basis

For the relative energy (zero: lowest compared OMol25 entry of this formula, charge and spin), the calculation gives 123.9 kJ/mol. As for the SMILES: CC(C)N(C)C(N)=[NH2+]. The HOMO energy is -13.804 eV. Its gap between HOMO and LUMO is 11.02 eV. As for the energy: -9875.88216 eV. As for the net charge: +1. Its LUMO energy is -2.78 eV.

Cartesian coordinates (Å):
H (-2.147, 0.744, -0.750)
C (-1.785, -0.305, -0.745)
H (1.262, -2.043, -2.165)
H (-0.445, -1.415, 0.839)
C (-1.478, 0.136, 1.791)
C (0.845, 1.563, 0.613)
H (3.102, -0.366, -1.594)
H (1.846, 1.387, 0.894)
H (-0.785, 0.043, 2.616)
H (-2.333, -0.461, 2.084)
N (0.409, 0.238, 0.196)
H (-1.201, -0.364, -1.744)
C (-0.877, -0.425, 0.603)
N (0.912, -1.624, -1.296)
H (2.602, 0.948, -0.681)
N (2.365, 0.102, -1.121)
H (0.126, -2.153, -0.872)
H (0.172, 1.999, 1.360)
C (1.170, -0.452, -0.752)
H (-1.934, 1.140, 1.794)
H (0.903, 2.189, -0.234)
H (-2.730, -0.880, -0.837)

C12H26F6O10V | the ωB97M-V functional and the def2-TZVPD basis

The multiplicity is 2. The expectation value of S² is 0.7867. The HOMO energy (alpha / beta) is -8.001 / -8.028 eV. Its gap between HOMO and LUMO (alpha / beta) is 7.33 / 7.40 eV. As for the energy: -75330.09678 eV. Its LUMO energy (alpha / beta) is -0.67 / -0.63 eV.

Cartesian coordinates (Å):
C (3.320, -18.970, 11.984)
C (3.086, -15.088, 17.782)
C (7.795, -21.015, 14.649)
F (7.355, -22.399, 19.018)
H (5.661, -23.542, 15.346)
H (8.030, -21.183, 12.492)
C (2.603, -17.660, 12.357)
H (8.807, -21.371, 14.846)
H (0.864, -22.229, 18.025)
C (1.984, -18.669, 17.336)
H (1.799, -24.248, 15.890)
C (7.337, -21.511, 13.266)
F (0.447, -19.320, 19.114)
H (1.259, -15.966, 18.465)
H (3.716, -15.008, 16.896)
C (0.492, -18.917, 17.791)
H (1.526, -17.810, 12.278)
H (2.528, -14.170, 17.967)
O (2.951, -22.663, 17.892)
O (6.758, -21.381, 15.580)
H (4.385, -18.810, 11.821)
H (2.580, -16.367, 13.697)
O (2.629, -17.438, 17.899)
F (9.050, -22.292, 17.653)
H (1.405, -23.948, 18.197)
O (2.937, -19.717, 17.370)
O (1.914, -22.322, 15.325)
F (7.515, -23.578, 17.339)
H (1.577, -16.129, 16.691)
V (3.931, -21.474, 16.184)
O (4.030, -20.644, 14.837)
H (1.392, -22.409, 14.525)
H (0.318, -23.393, 15.982)
H (3.124, -22.872, 18.813)
H (7.658, -20.298, 16.964)
O (5.730, -20.779, 17.481)
C (7.718, -22.373, 17.735)
F (-0.169, -19.819, 17.066)
H (4.359, -24.305, 15.459)
H (7.848, -19.939, 14.483)
C (1.384, -23.283, 16.183)
H (2.906, -16.895, 11.642)
C (1.992, -16.209, 17.696)
H (3.353, -20.098, 10.321)
H (3.751, -15.358, 18.603)
F (-0.242, -17.804, 17.840)
H (6.377, -21.043, 13.045)
H (1.931, -18.534, 16.256)
H (3.221, -19.739, 12.751)
O (2.886, -19.331, 10.663)
O (4.734, -23.429, 15.553)
C (1.575, -22.990, 17.705)
O (2.861, -17.284, 13.668)
C (6.980, -21.151, 16.933)
H (7.210, -22.589, 13.164)

H2N2O4 | the ωB97M-V functional and the def2-TZVPD basis

For the relative energy (zero: lowest compared OMol25 entry of this formula, charge and spin), the calculation gives 226.8 kJ/mol. The HOMO energy (alpha / beta) is -10.922 / -10.922 eV. Its gap between HOMO and LUMO (alpha / beta) is 9.65 / 9.64 eV. As for the energy: -11194.76775 eV. Its LUMO energy (alpha / beta) is -1.28 / -1.28 eV.

Cartesian coordinates (Å):
H (-1.076, -1.268, 1.235)
N (0.311, 0.587, -1.165)
H (0.448, -0.917, 0.553)
N (-0.295, -0.522, 1.025)
O (0.140, 1.384, -2.049)
O (1.380, 0.144, -0.799)
O (-0.779, 0.151, -0.585)
O (-0.128, 0.440, 1.786)

C42H35N8P2RuS4SbSe2 | the ωB97M-V functional and the def2-TZVPD basis

For the relative energy (zero: lowest compared OMol25 entry of this formula, charge and spin), the calculation gives 0.0 kJ/mol. The multiplicity is 6. The expectation value of S² is 8.7850. The HOMO energy (alpha / beta) is -3.985 / -4.098 eV. Its gap between HOMO and LUMO (alpha / beta) is 5.86 / 4.80 eV. As for the energy: -257778.62396 eV. As for the net charge: -1. Its LUMO energy (alpha / beta) is 1.88 / 0.70 eV.

Cartesian coordinates (Å):
C (-0.591, 3.212, -1.408)
H (1.668, -4.434, -1.786)
C (-0.473, 2.095, -2.230)
H (1.815, 1.272, 4.110)
H (0.078, -5.774, -0.482)
N (-0.042, 0.386, 1.248)
C (-0.953, 3.444, -4.155)
N (4.399, 0.468, 1.757)
C (0.032, -1.181, -3.602)
C (3.731, 0.573, 4.145)
H (5.127, 0.149, -0.975)
C (1.492, -1.683, 2.968)
H (-4.767, 0.057, 2.904)
C (2.010, -2.990, -0.253)
H (-0.513, -5.149, 1.843)
C (-1.443, -1.806, -1.804)
N (-2.071, 0.286, 1.934)
C (1.425, -4.128, -0.776)
H (0.787, -0.513, -3.998)
S (2.763, 3.360, 0.520)
C (-0.896, 4.443, -1.966)
S (2.011, 3.285, 2.365)
H (-5.795, -1.980, 3.893)
H (-2.495, -3.650, -2.055)
H (8.534, 2.714, -0.458)
C (-0.339, -2.317, -4.300)
C (-1.800, -2.951, -2.502)
C (1.619, -0.755, 4.136)
C (6.259, 1.770, 1.808)
H (3.877, 1.326, 4.922)
C (4.585, 0.942, 2.970)
H (-0.438, 3.118, -0.339)
S (4.068, 3.883, 5.597)
N (2.317, 0.463, 3.776)
P (-3.904, 0.747, 0.269)
H (-5.588, 0.631, -5.155)
C (5.754, 0.771, -0.348)
H (2.119, -1.285, 4.957)
H (-1.091, 3.535, -5.225)
C (-4.663, -0.772, 0.941)
N (5.674, 1.734, 3.058)
H (-4.685, -1.843, -0.923)
C (1.658, -2.611, 1.039)
C (6.877, 1.404, -0.844)
C (-4.373, 0.675, -1.489)
Ru (2.202, 0.944, 1.237)
H (-6.449, 0.716, -0.957)
H (7.141, 1.278, -1.886)
H (-3.164, 0.660, -4.649)
C (-0.813, 0.530, 0.140)
C (-5.513, -3.007, 0.680)
H (0.607, -0.510, 4.462)
C (-3.892, 0.662, -3.847)
C (-3.460, 0.680, -2.528)
H (-6.284, -3.931, 2.453)
N (-0.815, 0.243, 2.299)
C (-0.536, -0.908, -2.357)
C (-1.081, 4.558, -3.336)
H (-0.987, 5.312, -1.328)
C (-5.553, -1.949, 2.838)
H (0.078, -3.035, 3.771)
C (5.446, 0.965, 0.995)
C (0.515, -4.890, -0.034)
N (0.681, -2.781, 3.010)
C (-2.142, 0.481, 0.596)
P (0.052, 0.552, -1.432)
H (2.721, -2.410, -0.820)
C (7.382, 2.417, 1.308)
C (-6.171, 0.664, -3.088)
H (-1.537, -4.099, -4.292)
S (5.705, 5.189, 2.678)
H (5.854, 2.369, 3.835)
C (-5.824, -3.046, 2.030)
H (4.085, -0.392, 4.521)
H (0.100, -2.520, -5.269)
C (-0.643, 2.211, -3.605)
H (-5.730, -3.859, 0.047)
H (-0.543, 1.340, -4.242)
Se (-4.670, 2.504, 1.125)
N (2.082, -1.540, 1.817)
C (-4.978, -0.812, 2.295)
H (-2.412, 0.710, -2.307)
C (-5.739, 0.683, -1.774)
H (7.970, 3.074, 1.932)
Sb (3.618, 5.129, 3.672)
H (-1.871, -1.621, -0.828)
C (-1.257, -3.203, -3.751)
H (-7.232, 0.670, -3.305)
C (0.170, -4.544, 1.260)
C (-5.248, 0.647, -4.127)
C (-4.929, -1.873, 0.132)
H (-1.324, 5.519, -3.770)
Se (2.195, 0.479, -1.438)
C (0.756, -3.397, 1.780)
C (7.673, 2.218, -0.027)

C29H49BClFN10 | the ωB97M-V functional and the def2-TZVPD basis

For the relative energy (zero: lowest compared OMol25 entry of this formula, charge and spin), the calculation gives 414.0 kJ/mol. As for the SMILES: CCCCB([C@H](Cl)CC)[C@@H](C)F.CC#N.CC#N.CC#N.CC#N.CC#N.CC#N.CC#N.CC#N.CC#N.CC#N. The HOMO energy is -10.048 eV. Its gap between HOMO and LUMO is 10.48 eV. As for the energy: -61678.16734 eV. Its LUMO energy is 0.43 eV.

Cartesian coordinates (Å):
F (2.399, 2.726, 1.121)
C (-7.572, -0.080, 4.399)
C (0.874, 5.020, -2.196)
C (0.633, -2.053, 0.159)
N (-2.417, 1.341, 4.671)
N (-1.247, 5.728, 2.705)
H (9.222, -3.604, -2.372)
H (-1.621, -1.324, 0.447)
N (-3.101, -3.778, 2.861)
C (-10.609, -0.014, 0.984)
H (-2.668, -3.451, -2.773)
N (6.592, -4.998, -1.180)
C (9.082, -4.606, -1.953)
H (-9.174, -0.402, 5.773)
H (-0.297, 2.186, 1.607)
C (1.185, -0.771, -0.708)
N (-6.990, 0.588, 3.644)
C (1.522, 2.035, 0.103)
C (-0.596, 4.437, -5.601)
C (-8.307, -0.925, 5.354)
C (-0.886, 3.487, 4.693)
H (-7.676, -1.229, 6.196)
H (-5.466, -1.662, 3.316)
H (-8.679, -1.841, 4.882)
H (6.013, -2.941, -0.484)
H (-8.515, 0.102, 1.386)
H (9.785, -4.709, -1.120)
H (5.272, 0.742, 1.360)
H (-1.067, -2.794, 1.489)
C (-3.706, -2.784, 2.868)
C (3.052, -0.054, 1.270)
H (-4.371, 5.634, 1.988)
C (7.691, -4.825, -1.521)
C (2.141, 4.882, -2.934)
C (-4.118, -2.276, -1.736)
H (-0.089, 3.632, 0.416)
H (4.477, -2.798, 0.599)
H (3.091, -1.218, 1.383)
H (0.330, -2.884, -0.642)
H (9.384, -5.324, -2.722)
H (10.083, -8.739, -4.922)
H (1.873, 2.470, -0.949)
C (-2.051, 4.660, -5.539)
H (-4.280, 5.738, 3.745)
C (9.400, -8.081, -5.470)
C (-2.396, 5.904, 2.754)
H (-4.099, 7.192, 2.766)
H (-0.852, 3.970, 3.711)
H (2.914, 0.455, 2.325)
H (9.408, -8.404, -6.516)
H (-3.965, -0.749, 3.460)
H (2.146, 5.488, -3.846)
C (5.087, -0.800, -0.451)
H (-1.995, -2.096, -1.870)
N (-11.708, -0.187, 1.325)
H (2.997, 5.200, -2.330)
N (0.553, 4.261, -5.650)
H (0.145, 3.245, 4.970)
C (-0.708, -1.747, 1.058)
C (-0.019, 2.443, 0.486)
H (-4.614, -1.132, 1.867)
H (2.324, 3.845, -3.233)
C (-2.851, -2.414, -2.474)
H (-2.480, 4.271, -4.610)
H (6.143, -2.006, 1.206)
H (-2.846, -1.808, -3.386)
H (4.390, -1.015, -1.393)
C (-3.851, 6.127, 2.816)
H (-2.571, 4.167, -6.367)
H (4.245, 1.293, -0.130)
C (-9.218, 0.205, 0.553)
H (-0.841, 2.012, -0.228)
H (-1.247, 4.233, 5.409)
H (8.393, -8.265, -5.082)
C (4.499, 0.366, 0.543)
N (10.087, -5.547, -5.229)
H (1.470, -2.564, 0.824)
N (-0.127, 5.129, -1.613)
C (-4.472, -1.527, 2.878)
H (6.109, -0.378, -0.890)
N (-5.119, -2.167, -1.153)
C (5.451, -2.220, 0.284)
C (9.784, -6.665, -5.336)
B (1.863, 0.429, 0.189)
H (-0.466, -1.075, 2.012)
C (-1.741, 2.288, 4.680)
H (2.053, -1.192, -1.411)
H (-2.299, 5.725, -5.589)
Cl (-0.180, -0.232, -1.841)
H (-9.078, 1.207, 0.133)
H (-8.916, -0.513, -0.217)

C5H11NOS | the ωB97M-V functional and the def2-TZVPD basis

For the relative energy (zero: lowest compared OMol25 entry of this formula, charge and spin), the calculation gives 823.8 kJ/mol. The HOMO energy is -7.832 eV. Its gap between HOMO and LUMO is 5.34 eV. As for the energy: -19728.55760 eV. Its LUMO energy is -2.49 eV.

Cartesian coordinates (Å):
O (1.724, -0.817, 1.549)
H (-0.531, -0.862, 2.563)
H (2.887, -1.601, -0.037)
H (0.161, -1.564, -0.063)
H (-2.448, -1.207, -0.181)
C (-0.391, 1.535, -0.834)
H (0.443, 0.724, 0.977)
H (-3.508, 0.101, -0.727)
S (-1.150, 0.389, -1.860)
H (-0.298, 2.503, -1.339)
H (1.951, 0.309, -1.634)
H (-1.274, -0.914, 2.636)
N (0.937, -1.186, -0.636)
H (1.599, 1.972, 0.293)
C (0.804, 1.206, 0.050)
C (2.071, -0.968, 0.287)
C (-2.460, -0.191, -0.580)
H (-2.065, 0.421, 0.241)
C (1.549, 0.148, -0.705)

Computed values of maximum force (unit: eV/A) for the preceding records, in sequence: 4.27, 5.13, 4.25, 1.73, 2.89, 4.95.